(1)
ORCA calculation (ωB97M-V/def2-TZVPD) on a molecular structure, C44H40CaN2OPSi in a non-equilibrium geometry.

```
90
Properties=species:S:1:pos:R:3:forces:R:3
Ca -0.522277 -0.067352 0.416092 -0.30 0.76 1.21
C 1.075816 -1.916880 4.603432 0.02 -0.04 0.03
C 1.187859 -3.263655 4.285535 0.00 -0.03 -0.01
C 1.106391 -3.655766 2.965957 0.02 -0.02 0.07
C 0.919304 -2.701922 1.958871 0.03 0.08 -0.02
N 0.807592 -1.397855 2.280406 -0.17 0.01 -0.12
C 0.881746 -1.031607 3.562253 0.01 0.03 -0.15
C 0.791389 -3.093680 0.527544 -0.01 0.08 0.07
C 1.412624 -4.271916 0.091659 -0.03 -0.01 0.01
C 1.256331 -4.691424 -1.217838 -0.01 0.03 0.02
C 0.478393 -3.926099 -2.084898 0.02 -0.02 0.04
C -0.097755 -2.746193 -1.636246 -0.02 -0.03 0.05
C 0.029565 -2.267867 -0.318646 0.19 -0.73 -0.30
H 1.127487 -1.566390 5.624813 0.00 0.02 0.00
H 1.319949 -4.002895 5.066681 0.00 -0.01 0.00
H 1.145678 -4.703321 2.704255 0.00 0.00 0.00
H 0.779581 0.031017 3.757701 -0.02 0.01 -0.01
H 2.037860 -4.852562 0.763909 0.00 0.00 -0.03
H 1.744137 -5.595826 -1.563210 -0.01 0.01 0.00
H 0.352986 -4.246032 -3.115280 -0.02 0.01 0.01
H -0.661512 -2.151965 -2.355267 0.03 -0.01 -0.01
C 5.068650 0.423078 -5.804612 -0.01 0.01 0.05
C 4.200061 -0.652946 -5.690367 -0.01 0.01 0.03
C 3.376489 -0.764864 -4.576482 0.00 -0.02 -0.04
C 3.394620 0.197508 -3.568839 -0.09 0.10 0.03
C 4.274811 1.272730 -3.695429 0.01 -0.02 0.00
C 5.106767 1.384000 -4.800770 -0.02 -0.02 -0.01
P 2.215880 -0.035498 -2.165215 0.01 -0.03 0.01
C 3.134973 0.881864 -0.860378 -0.10 -0.02 0.00
C 2.705044 2.078419 -0.297940 0.02 0.07 0.03
C 3.427044 2.677431 0.732686 -0.02 -0.01 -0.05
C 4.590616 2.091438 1.203901 -0.01 -0.04 -0.01
C 5.025864 0.889913 0.652191 0.00 0.03 -0.01
C 4.297967 0.288255 -0.359970 -0.01 0.00 0.02
C 0.792218 1.050129 -2.586599 -0.17 0.11 -0.12
C 0.776187 1.782899 -3.777612 -0.02 -0.04 0.05
C -0.362484 2.486665 -4.150966 0.00 -0.02 0.01
C -1.474183 2.462846 -3.323285 0.04 0.01 -0.04
C -1.426893 1.756190 -2.124900 0.00 -0.05 0.14
C -0.317150 1.006407 -1.693037 0.62 0.44 -1.01
H 5.717644 0.510993 -6.667428 0.00 0.00 0.00
H 4.168344 -1.408706 -6.466186 -0.01 0.00 0.02
H 2.704682 -1.611348 -4.479236 0.02 0.01 -0.01
H 4.309218 2.030341 -2.920835 -0.02 -0.01 -0.01
H 5.782346 2.227606 -4.882777 -0.01 -0.02 0.00
H 1.800816 2.542775 -0.675164 0.00 0.00 0.02
H 3.074655 3.606279 1.163682 -0.02 0.00 0.00
H 5.151694 2.558329 2.004346 0.00 0.00 -0.01
H 5.928871 0.418370 1.021558 -0.01 0.00 0.00
H 4.629758 -0.658333 -0.774140 -0.01 0.00 0.01
H 1.639438 1.808940 -4.433081 0.03 -0.03 0.02
H -0.374850 3.043070 -5.081924 0.00 0.00 0.01
H -2.373260 3.002070 -3.605951 0.00 -0.01 0.02
H -2.310876 1.797368 -1.487882 0.01 0.00 -0.02
C 0.039178 3.653039 1.784886 0.04 0.02 -0.05
Si -1.814352 3.449280 1.498862 0.10 0.18 0.14
C -2.660131 4.255310 2.987125 -0.08 -0.06 0.09
C -2.228369 4.571346 0.039500 -0.04 -0.04 -0.13
N -2.143159 1.791429 1.339627 0.04 -0.60 -0.25
C -3.402426 1.283265 1.239524 0.01 0.23 0.11
C -4.585401 2.035661 1.029645 0.10 -0.02 -0.04
C -5.847439 1.465018 0.970433 0.02 -0.05 0.03
C -6.014589 0.098016 1.126474 0.00 0.08 -0.01
C -4.884402 -0.688666 1.338517 0.07 -0.05 -0.04
C -3.633735 -0.111492 1.372715 0.04 -0.02 0.18
O -2.460656 -0.858454 1.618162 -0.33 -0.41 -0.15
C -2.586982 -2.232341 1.806770 -0.03 0.17 0.08
C -2.428315 -2.720511 3.088128 0.02 -0.01 0.12
C -2.462367 -4.092796 3.305345 -0.01 0.00 -0.02
C -2.661403 -4.960118 2.241799 0.02 0.02 -0.02
C -2.828349 -4.451814 0.956940 0.00 -0.06 0.06
C -2.793979 -3.086580 0.735402 -0.02 0.08 -0.06
H 0.237307 4.437497 2.522514 0.00 -0.03 -0.04
H 0.542732 3.937660 0.857129 0.03 -0.06 0.02
H 0.492262 2.728036 2.151890 0.03 0.02 0.01
H -2.458550 5.331661 2.989003 0.00 -0.03 0.02
H -2.281853 3.837643 3.925761 -0.01 0.01 -0.05
H -3.745118 4.115729 2.978898 0.06 0.01 0.00
H -1.874310 5.589067 0.235333 0.00 -0.02 0.02
H -3.303258 4.624844 -0.156772 0.06 0.02 -0.01
H -1.742205 4.211491 -0.871557 -0.02 0.03 0.03
H -4.482045 3.107159 0.907014 -0.05 -0.03 0.00
H -6.709606 2.101359 0.805285 0.01 0.01 -0.01
H -6.994655 -0.358446 1.085327 0.01 0.00 0.01
H -4.992838 -1.756196 1.473880 0.03 -0.02 0.01
H -2.261543 -2.020771 3.898276 0.00 -0.02 -0.02
H -2.322880 -4.479586 4.307330 0.00 0.00 0.00
H -2.674757 -6.030905 2.405979 -0.01 0.03 0.00
H -2.962323 -5.124100 0.118957 0.00 0.01 0.01
H -2.897558 -2.675787 -0.259203 0.01 -0.01 -0.01
```
Forces are in eV/Å.

- relative energy (zero: lowest compared OMol25 entry of this formula, charge and spin) (kJ/mol) = 0.0
- charge = -1
- molar mass (g/mol) = 712.0
- orbital gap (eV) = 6.67

***

(2)
ORCA calculation (ωB97M-V/def2-TZVPD) on 8 unconnected molecules or ions with the total composition C44H40F6N2 in a non-equilibrium geometry.

```
92
Properties=species:S:1:pos:R:3:forces:R:3
N 0.943461 5.824362 2.511327 -0.17 -0.95 -0.23
C 0.047886 5.165269 1.708990 -1.69 1.23 0.14
C 0.259521 3.820681 1.699692 0.58 0.82 -0.55
C 1.448909 3.681058 2.439280 0.91 -1.46 0.84
C 1.817389 4.869165 2.989764 0.01 0.94 0.01
H 0.865843 6.799317 2.763408 0.20 -0.36 -0.04
H -0.799267 5.712705 1.322934 0.10 0.03 -0.20
H -0.302994 3.106832 1.116263 0.19 -0.04 0.13
H 2.021387 2.778518 2.594528 -0.11 -0.11 0.06
H 2.599543 5.132009 3.686576 0.03 -0.13 -0.22
N 0.556691 -0.543752 1.239326 0.81 -0.06 0.56
C 0.693662 -1.670814 0.488198 -1.25 -0.38 -0.69
C -0.549152 -1.863624 -0.156620 1.80 -0.12 -0.75
C -1.322589 -0.760258 0.157988 -2.17 0.70 0.49
C -0.678026 -0.015600 1.076602 0.64 1.13 0.66
H 1.228723 -0.186855 1.903480 0.02 -0.22 -0.20
H 1.638937 -2.185074 0.396530 -0.17 -0.06 0.17
H -0.832326 -2.546829 -0.943661 0.41 -0.30 0.34
H -2.338035 -0.493965 -0.095709 0.03 -0.45 -0.40
H -0.974490 0.861041 1.633392 -0.04 -0.05 -0.10
F -4.108358 -2.103044 -0.112159 -0.43 -0.17 -0.35
C -4.768567 -2.289003 1.046468 -2.39 0.66 -0.83
C -4.070798 -2.259450 2.177838 1.07 -0.96 2.96
C -4.746052 -2.449194 3.415106 -0.16 0.25 -0.57
C -6.107623 -2.614887 3.444674 -0.94 0.15 -0.49
C -6.877964 -2.626632 2.255579 1.86 0.88 0.73
C -6.191813 -2.357220 1.079943 -0.12 -0.86 -0.52
H -2.991209 -2.229516 2.177582 0.09 0.26 -0.20
H -4.252492 -2.432927 4.375598 0.47 0.06 -0.18
H -6.653360 -2.614778 4.376647 0.18 -0.36 0.24
H -7.950847 -2.700747 2.354700 -0.03 -0.03 -0.46
H -6.792639 -2.305442 0.183988 0.33 0.07 -0.38
F -0.615580 -3.302789 -4.981616 1.32 -0.74 -0.35
C -1.556658 -2.400070 -4.842128 -2.82 0.66 0.53
C -1.989256 -1.647635 -5.942408 0.85 -0.36 0.95
C -3.061766 -0.764132 -5.809935 0.80 -0.69 0.25
C -3.729562 -0.727188 -4.594983 0.61 0.08 0.59
C -3.274007 -1.465639 -3.467129 -1.14 0.10 -1.70
C -2.253010 -2.396661 -3.606191 0.75 0.91 -0.95
H -1.429926 -1.756032 -6.859909 -0.03 0.10 -0.15
H -3.230570 -0.142527 -6.676830 -0.70 0.11 0.14
H -4.597441 -0.102925 -4.441735 0.02 0.20 -0.13
H -3.937525 -1.317194 -2.628013 0.51 -0.50 0.60
H -1.901902 -3.080029 -2.847154 -0.14 0.09 0.22
F 2.305744 0.013003 3.622650 -0.18 -0.16 1.55
C 1.971268 0.248495 4.958838 -0.37 0.66 0.78
C 1.022634 1.286460 5.172004 0.68 -1.68 -0.04
C 0.658327 1.616903 6.474084 0.76 -0.89 0.04
C 1.257983 0.928389 7.556149 0.05 0.36 -1.14
C 2.184346 -0.098329 7.331751 -0.50 -0.02 -0.70
C 2.544199 -0.501135 6.019593 -1.27 1.51 -1.16
H 0.496206 1.623592 4.291307 0.11 0.56 0.06
H -0.100283 2.368487 6.635464 0.00 0.03 0.10
H 0.966691 1.216956 8.555283 0.12 -0.17 0.13
H 2.545913 -0.624103 8.203101 0.24 -0.16 -0.12
H 3.123279 -1.358584 5.710013 0.36 0.00 0.54
F 0.372573 -4.547627 -1.619553 0.21 -0.25 0.16
C 1.695873 -4.378104 -1.427136 1.43 0.16 -0.67
C 2.425396 -5.233558 -0.601602 -0.93 -0.48 -0.51
C 3.779434 -5.029508 -0.391007 0.27 1.22 -0.89
C 4.395901 -3.974575 -1.069022 -0.07 0.06 -0.08
C 3.671963 -3.132426 -1.935183 0.77 -0.40 0.71
C 2.343232 -3.359888 -2.153186 -1.67 -0.17 1.32
H 1.955866 -6.148505 -0.271723 -0.26 0.15 0.50
H 4.382212 -5.626159 0.277625 -0.21 -0.29 -0.05
H 5.456703 -3.831509 -0.925374 0.06 0.23 0.02
H 4.098024 -2.237876 -2.364896 0.37 -0.14 -0.13
H 1.720041 -2.626181 -2.642787 0.00 -0.11 -0.46
F 1.346104 4.532384 -3.418537 -0.27 0.14 -0.32
C 0.334484 3.662474 -3.294273 -1.01 -1.59 1.01
C 0.099536 2.643504 -4.204336 2.03 2.11 -0.74
C -0.787098 1.677264 -3.916948 -1.55 -1.90 0.73
C -1.464669 1.628631 -2.687114 -0.38 -0.17 -1.05
C -1.268438 2.644794 -1.793712 -0.69 -0.91 0.45
C -0.396440 3.623433 -2.110614 2.42 2.58 -0.10
H 0.694749 2.646564 -5.105512 -0.05 -0.19 -0.23
H -0.918611 0.889109 -4.643520 -0.21 -0.16 0.00
H -2.206090 0.882101 -2.443406 0.23 -0.33 -0.26
H -1.761132 2.592956 -0.834044 -0.03 0.25 0.11
H -0.071310 4.390392 -1.423251 -0.37 0.12 0.48
F 5.062244 1.618069 -4.088979 -0.56 0.05 0.67
C 4.298754 1.731602 -2.964970 0.18 -0.35 1.69
C 4.613172 2.666494 -1.969921 -0.54 -0.28 -0.19
C 3.800154 2.715225 -0.816786 1.64 1.19 -1.19
C 2.706292 1.942467 -0.699394 -1.80 -0.83 0.84
C 2.354533 1.024800 -1.672136 0.70 0.27 -0.52
C 3.245998 0.829075 -2.714001 -0.10 0.63 -1.50
H 5.406690 3.393793 -2.058076 0.15 -0.14 -0.29
H 3.975943 3.510958 -0.108057 0.19 -0.11 0.25
H 2.070302 2.058705 0.165719 -0.19 0.15 0.01
H 1.365628 0.596041 -1.740225 0.06 -0.54 0.47
H 2.989529 0.106420 -3.474523 0.09 -0.07 -0.23
```
Forces are in eV/Å.

- molar mass (g/mol) = 710.8
- orbital gap (eV) = 8.59
- SMILES string = c1cc[nH]c1.c1cc[nH]c1.Fc1ccccc1.Fc1ccccc1.Fc1ccccc1.Fc1ccccc1.Fc1ccccc1.Fc1ccccc1